1.
{
  "formula": "C3H8S",
  "method": "wB97M-V/def2-TZVPD",
  "smiles": "CCSC",
  "homo_energy_ev": -8.43,
  "e_tot_ev": -14075.2819,
  "de_lowest_ev": 0.640,
  "elements": ["C", "C", "S", "H", "H", "H", "H", "H", "H", "H", "C", "H"],
  "xyz": [[-0.617, -0.522, 0.867], [1.611, 0.048, -0.712], [0.228, 0.945, 0.099], [-1.996, -0.386, -0.761], [1.694, 0.061, -1.790], [2.336, 0.795, -0.314], [1.836, -0.881, -0.172], [-2.278, -1.825, 0.250], [0.119, -1.276, 1.166], [-1.235, -0.209, 1.686], [-1.507, -1.189, -0.183], [-0.971, -1.680, -1.012]],
  "lowdin_charge": [-0.54, -0.41, 0.76, 0.06, 0.03, 0.01, 0.04, 0.06, 0.06, 0.05, -0.20, 0.07]
}



2.
{
  "formula": "C23H38BN2O14P",
  "method": "wB97M-V/def2-TZVPD",
  "smiles": "N=[PH2][C@H]1OC(=O)O[C@@H]1B(N)O.O=C1CCCO1.O=C1CCCO1.O=C1CCCO1.O=C1CCCO1.O=C1CCCO1",
  "homo_energy_ev": -8.50,
  "e_tot_ev": -66078.8799,
  "elements": ["H", "C", "C", "H", "O", "O", "H", "O", "C", "O", "C", "O", "H", "C", "H", "H", "H", "N", "O", "H", "H", "O", "O", "H", "C", "C", "H", "N", "H", "C", "O", "H", "H", "H", "C", "H", "O", "H", "H", "C", "C", "C", "H", "H", "C", "H", "H", "H", "H", "H", "H", "C", "H", "O", "C", "H", "C", "O", "H", "H", "C", "O", "C", "O", "C", "B", "H", "H", "C", "C", "H", "H", "H", "H", "C", "P", "H", "H", "C"],
  "xyz": [[-1.774, 2.177, 4.538], [0.176, -3.654, -5.176], [-1.463, 2.298, 3.497], [3.462, -1.967, -2.484], [-1.181, -1.076, 2.506], [2.448, -0.550, -1.373], [-0.687, -3.088, 1.002], [-3.443, 5.344, 5.526], [-1.282, -3.483, -5.543], [-5.945, -2.054, -1.617], [-1.447, 0.086, 2.660], [0.673, -2.484, -4.696], [0.035, -0.522, -4.897], [-3.032, -0.069, -1.958], [-4.797, 3.854, 8.133], [1.797, -1.654, -2.994], [-2.511, 2.506, 1.595], [-5.275, -1.829, 0.732], [-2.666, 0.604, 2.396], [0.095, 0.842, 3.961], [9.138, -2.275, -1.082], [-4.294, 4.303, 3.726], [-1.858, -0.346, -1.300], [10.062, -0.311, -0.100], [2.708, -1.191, -2.633], [-0.502, 1.176, 3.117], [-5.772, -2.863, -2.123], [-0.629, -3.570, -1.438], [0.143, 1.455, 2.281], [-3.412, -2.103, -1.235], [3.173, 1.281, -0.290], [-1.043, 3.296, 3.386], [3.824, -0.439, -4.358], [-0.755, -1.461, -3.612], [3.196, -0.080, -3.544], [-2.424, -1.603, -5.394], [0.819, -4.659, -5.248], [-2.509, -0.920, 0.505], [-5.986, 3.432, 5.674], [8.140, 0.627, 0.148], [3.915, 0.846, -2.565], [-3.500, 5.167, 6.952], [3.846, 1.888, -2.866], [8.670, 1.570, 0.251], [8.418, -1.586, -0.646], [-4.433, 2.625, 6.042], [-3.577, 2.369, 2.999], [7.309, 0.579, 0.854], [-3.167, -3.171, -1.348], [-5.528, -0.871, 0.970], [-6.128, -2.359, 0.901], [-0.373, -1.498, -4.635], [-0.569, -4.487, -1.002], [7.029, 1.291, -1.903], [-1.424, -1.968, -5.625], [2.344, 0.443, -3.984], [-4.229, 4.426, 4.915], [-3.584, 0.920, -2.031], [7.637, -2.162, -0.145], [-1.896, -3.908, -4.748], [-4.946, 3.584, 5.950], [7.811, -0.806, -1.690], [-2.639, 2.038, 2.573], [-3.413, -1.304, -2.458], [-4.804, 4.430, 7.209], [-4.914, -1.974, -0.675], [-2.627, 4.589, 7.265], [-1.501, -3.966, -6.492], [3.155, 0.603, -1.278], [9.072, -0.573, 0.278], [-1.165, -1.629, -6.630], [4.957, 0.560, -2.421], [9.188, -0.935, 1.299], [0.355, -1.571, -0.355], [-2.268, -1.449, -0.418], [-0.720, -2.488, -0.276], [-5.628, 5.144, 7.266], [-3.471, 6.140, 7.438], [7.599, 0.462, -1.256]],
  "lowdin_charge": [0.11, -0.48, -0.15, 0.13, 0.07, 0.00, 0.01, 0.03, -0.07, 0.14, -0.48, -0.01, 0.12, -0.58, 0.12, 0.09, 0.14, 0.16, 0.02, 0.13, 0.12, 0.11, -0.02, 0.12, -0.15, -0.06, 0.11, -0.30, 0.14, -0.16, 0.11, 0.12, 0.12, 0.10, -0.14, 0.11, 0.12, 0.09, 0.13, -0.07, -0.07, -0.15, 0.13, 0.13, -0.16, 0.13, 0.10, 0.13, 0.13, 0.09, 0.07, -0.16, -0.04, 0.12, -0.15, 0.11, -0.48, 0.27, 0.13, 0.13, -0.07, 0.03, -0.14, 0.04, -0.16, -0.51, 0.13, 0.12, -0.48, -0.16, 0.12, 0.10, 0.12, 0.02, -0.31, 0.83, 0.12, 0.13, -0.48]
}



3.
{
  "formula": "C19H23CdNOTe",
  "method": "wB97M-V/def2-TZVPD",
  "homo_energy_ev": 1.21,
  "e_tot_ev": -35468.6968,
  "charge": -2,
  "elements": ["H", "H", "C", "H", "C", "N", "C", "H", "H", "O", "H", "H", "C", "C", "C", "C", "Cd", "H", "C", "C", "C", "C", "C", "H", "C", "Te", "C", "H", "H", "H", "C", "H", "H", "H", "H", "H", "H", "H", "C", "H", "C", "H", "H", "C", "C", "H"],
  "xyz": [[-3.630, 0.793, -2.187], [-2.747, -0.740, -2.318], [-1.661, 4.859, -1.277], [-0.208, 2.555, 0.809], [-2.331, 0.426, 0.214], [4.034, 0.527, 3.332], [3.672, 1.611, 1.162], [-1.947, 5.904, -1.280], [-0.884, -2.405, -0.126], [1.961, 1.266, 2.811], [4.737, 1.859, 1.279], [-1.835, -6.581, -0.372], [3.127, 1.148, 2.491], [-1.744, 0.756, -1.131], [-1.421, 4.151, -2.484], [0.152, -3.654, 1.286], [1.242, 0.004, 0.102], [0.998, -5.185, 2.527], [3.405, 0.516, 0.107], [0.308, -4.975, 1.718], [-2.628, 0.354, -2.281], [-0.401, -6.017, 1.131], [-0.890, 2.039, -1.264], [-1.655, 0.684, 1.029], [-0.968, 2.858, -2.520], [1.210, -2.064, 2.206], [-1.284, -5.769, 0.088], [-2.545, -0.650, 0.295], [-0.258, -7.030, 1.493], [4.020, -0.360, 0.334], [-0.692, 2.944, -0.083], [-3.268, 0.971, 0.384], [-2.218, 0.689, -3.235], [3.139, 2.530, 0.912], [0.042, 0.401, -2.337], [3.712, 0.876, -0.877], [4.837, 0.128, 2.873], [-1.533, 4.676, -3.433], [-0.244, 0.661, -1.317], [-1.040, 4.821, 0.805], [-1.445, -4.461, -0.357], [3.588, -0.084, 4.002], [-0.693, 2.400, -3.466], [-0.742, -3.418, 0.232], [-1.148, 4.232, -0.106], [-2.126, -4.244, -1.173]],
  "lowdin_charge": [0.07, 0.06, -0.23, 0.06, -0.08, 0.13, -0.29, 0.02, 0.06, -0.05, 0.08, 0.08, -0.64, -0.54, -0.22, -0.73, 1.12, 0.07, -0.35, -0.20, -0.08, -0.14, -0.43, 0.05, -0.12, 0.50, -0.14, 0.06, 0.08, -0.02, -0.11, 0.07, 0.06, 0.10, 0.03, -0.01, 0.08, 0.06, -0.27, 0.07, -0.12, 0.08, 0.06, -0.17, -0.21, 0.09]
}